202
Properties=species:S:1:pos:R:3:lowdin_charge:R:1 method="wB97M-V/def2-TZVPD" mol_weight_da=1071.62 homo_energy_ha=-0.3097 multiplicity=1 energy_ev=-95441.88141 gap_ev=9.009 relative_energy_kj_mol=0.00
C 5.425 -2.428 -1.344 -0.106
O 5.882 -1.173 -0.869 -0.172
C 5.640 -1.069 0.502 -0.249
C 5.864 0.328 1.048 -0.441
C 7.315 0.745 1.047 -0.062
N 5.273 0.319 2.388 0.064
H 5.400 -2.437 -2.430 0.067
H 4.526 -2.831 -0.878 0.089
H 6.243 -3.121 -1.077 0.092
H 4.600 -1.341 0.715 0.114
H 6.303 -1.727 1.088 0.132
H 5.331 1.025 0.384 0.140
H 7.422 1.736 1.511 0.073
H 7.722 0.917 0.052 0.080
H 7.919 0.059 1.646 0.083
H 4.364 0.755 2.318 0.057
H 5.761 0.833 3.112 0.029
C 1.757 8.404 -0.437 -0.111
O 2.366 7.141 -0.495 -0.178
C 1.589 6.117 -1.054 -0.223
C 0.526 5.579 -0.123 -0.435
C 1.008 5.213 1.277 -0.051
N -0.046 4.359 -0.736 0.051
H 0.670 8.356 -0.552 0.084
H 2.095 9.032 -1.274 0.086
H 2.041 8.883 0.497 0.088
H 1.106 6.392 -2.006 0.129
H 2.277 5.303 -1.303 0.134
H -0.281 6.323 -0.021 0.130
H 1.158 6.111 1.878 0.079
H 2.017 4.793 1.164 0.073
H 0.368 4.483 1.765 0.063
H -0.299 4.612 -1.689 0.040
H -0.923 4.129 -0.278 0.067
C -2.234 -0.705 5.115 -0.102
O -2.309 -1.010 6.484 -0.202
C -1.948 0.018 7.371 -0.228
C -2.225 -0.476 8.800 -0.433
C -1.802 0.587 9.771 -0.080
N -1.427 -1.699 9.049 0.032
H -1.414 0.009 4.926 0.079
H -3.118 -0.153 4.774 0.085
H -2.032 -1.616 4.562 0.081
H -0.890 0.304 7.294 0.128
H -2.598 0.882 7.152 0.130
H -3.261 -0.812 8.808 0.141
H -1.962 0.276 10.807 0.079
H -2.495 1.433 9.678 0.081
H -0.775 0.931 9.677 0.079
H -0.439 -1.463 9.035 0.066
H -1.587 -2.339 8.278 0.061
C -0.597 -1.320 -2.227 -0.107
O 0.273 -0.561 -1.433 -0.165
C 0.144 -0.865 -0.077 -0.236
C 0.837 0.189 0.724 -0.440
C 0.869 -0.100 2.218 -0.057
N 0.192 1.485 0.497 0.074
H -0.336 -2.383 -2.137 0.067
H -0.579 -1.024 -3.273 0.073
H -1.644 -1.322 -1.894 0.067
H -0.923 -0.942 0.223 0.123
H 0.442 -1.889 0.222 0.136
H 1.905 0.159 0.439 0.136
H 1.323 -1.064 2.459 0.081
H -0.122 -0.079 2.689 0.057
H 1.432 0.664 2.764 0.067
H 0.765 2.203 0.932 0.054
H 0.261 1.676 -0.500 0.051
C 3.371 -0.934 -4.654 -0.091
O 2.322 -1.679 -5.262 -0.223
C 2.742 -2.934 -5.806 -0.200
C 3.369 -3.865 -4.773 -0.455
C 3.735 -5.142 -5.515 -0.075
N 2.435 -4.211 -3.699 0.058
H 4.231 -0.830 -5.323 0.095
H 3.642 -1.417 -3.711 0.068
H 2.965 0.048 -4.417 0.086
H 1.799 -3.405 -6.097 0.113
H 3.367 -2.710 -6.677 0.128
H 4.323 -3.440 -4.454 0.118
H 4.340 -4.987 -6.409 0.078
H 2.840 -5.693 -5.828 0.071
H 4.232 -5.842 -4.839 0.079
H 1.645 -4.695 -4.139 0.025
H 2.012 -3.292 -3.521 0.064
C -4.834 1.111 -7.576 -0.110
O -3.454 0.849 -7.379 -0.219
C -3.124 -0.518 -7.576 -0.207
C -1.678 -0.703 -7.175 -0.421
C -1.233 -2.164 -7.102 -0.051
N -1.448 -0.104 -5.849 0.055
H -5.133 0.725 -8.562 0.085
H -4.939 2.190 -7.541 0.089
H -5.448 0.601 -6.831 0.066
H -3.773 -1.117 -6.915 0.123
H -3.315 -0.763 -8.626 0.131
H -1.030 -0.223 -7.923 0.139
H -0.171 -2.178 -6.860 0.063
H -1.423 -2.678 -8.049 0.083
H -1.800 -2.724 -6.353 0.071
H -0.464 -0.190 -5.614 0.072
H -1.683 0.883 -5.897 0.061
C -7.716 -2.106 -3.323 -0.114
O -6.854 -1.461 -2.430 -0.181
C -6.152 -0.386 -2.989 -0.222
C -5.064 -0.817 -3.953 -0.421
C -4.026 -1.731 -3.305 -0.036
N -4.407 0.392 -4.508 0.061
H -8.294 -2.835 -2.757 0.089
H -7.180 -2.584 -4.147 0.079
H -8.451 -1.401 -3.737 0.093
H -6.805 0.351 -3.483 0.129
H -5.720 0.168 -2.149 0.121
H -5.483 -1.316 -4.835 0.121
H -3.112 -1.625 -3.886 0.063
H -4.353 -2.763 -3.179 0.071
H -3.836 -1.334 -2.301 0.069
H -3.525 0.094 -4.915 0.023
H -4.169 1.003 -3.730 0.061
C -4.415 -5.732 -4.261 -0.127
O -3.053 -5.462 -4.322 -0.186
C -2.256 -6.520 -3.855 -0.214
C -0.807 -6.030 -3.774 -0.399
C -0.650 -4.939 -2.732 -0.065
N -0.250 -5.562 -5.064 0.054
H -4.779 -5.951 -3.251 0.093
H -4.723 -6.504 -4.977 0.091
H -4.967 -4.833 -4.559 0.077
H -2.528 -6.858 -2.844 0.128
H -2.307 -7.401 -4.513 0.126
H -0.219 -6.886 -3.425 0.141
H -0.830 -5.333 -1.720 0.078
H -1.422 -4.166 -2.735 0.065
H 0.334 -4.494 -2.674 0.043
H -0.165 -6.366 -5.676 0.077
H -0.896 -4.887 -5.457 0.064
C 4.057 3.216 3.595 -0.101
O 3.722 1.941 4.109 -0.214
C 4.116 1.811 5.467 -0.206
C 5.425 1.043 5.642 -0.215
N 6.112 1.480 6.856 -0.079
C 7.440 0.853 7.003 -0.202
C 8.237 1.516 8.109 -0.254
O 9.591 1.164 8.069 -0.190
C 10.402 1.952 7.201 -0.100
H 3.222 3.573 2.975 0.073
H 4.832 3.118 2.818 0.080
H 4.310 4.012 4.292 0.092
H 3.340 1.144 5.861 0.122
H 4.091 2.724 6.060 0.118
H 6.112 1.163 4.798 0.095
H 5.250 -0.046 5.651 0.126
H 5.566 1.240 7.675 0.114
H 7.950 0.813 6.042 0.120
H 7.234 -0.188 7.303 0.123
H 7.919 1.193 9.105 0.124
H 8.028 2.596 8.090 0.121
H 9.816 2.647 6.581 0.086
H 10.836 1.269 6.469 0.086
H 11.096 2.548 7.788 0.084
C -5.784 -1.098 1.847 -0.115
O -4.885 -0.104 2.225 -0.193
C -4.258 0.516 1.128 -0.232
C -3.242 1.504 1.619 -0.219
N -3.816 2.710 2.181 -0.052
C -2.920 3.568 2.917 -0.220
C -3.663 4.483 3.863 -0.249
O -2.695 5.151 4.627 -0.192
C -3.245 6.102 5.503 -0.118
H -6.200 -1.577 2.727 0.092
H -5.284 -1.836 1.201 0.066
H -6.578 -0.663 1.222 0.092
H -5.010 0.967 0.466 0.126
H -3.682 -0.266 0.605 0.116
H -2.593 1.848 0.806 0.104
H -2.566 0.941 2.288 0.110
H -4.685 2.564 2.675 0.106
H -2.420 4.266 2.217 0.113
H -2.042 3.113 3.395 0.122
H -4.371 3.927 4.502 0.126
H -4.282 5.229 3.346 0.126
H -2.410 6.672 5.912 0.087
H -3.810 5.623 6.307 0.088
H -3.858 6.840 4.968 0.088
C -1.441 2.287 -3.032 -0.076
C -0.414 3.013 -3.866 -0.306
O -0.764 4.399 -3.843 -0.085
H -2.412 2.410 -3.516 0.069
H -1.520 2.655 -2.010 0.054
H -1.240 1.217 -2.946 0.058
H -0.461 2.686 -4.915 0.100
H 0.609 2.726 -3.592 0.113
H -0.604 4.805 -4.697 0.086
C -2.920 -3.742 1.923 -0.083
C -2.596 -4.446 0.613 -0.332
O -2.891 -3.625 -0.498 -0.083
H -2.536 -4.303 2.782 0.079
H -4.004 -3.662 1.997 0.067
H -2.382 -2.797 2.026 0.068
H -3.031 -5.461 0.629 0.111
H -1.537 -4.728 0.561 0.104
H -3.741 -3.203 -0.335 0.068



78
Properties=species:S:1:pos:R:3:lowdin_charge:R:1 method="wB97M-V/def2-TZVPD" mol_weight_da=682.77 homo_energy_ha=-0.3964 multiplicity=1 energy_ev=-53482.66950 gap_ev=8.062 relative_energy_kj_mol=0.00 charge=+1
Ru 0.774 0.493 -0.547 1.240
C 1.686 3.078 -1.916 -0.086
N 0.599 2.139 -2.249 -0.100
C -0.742 2.721 -2.131 -0.098
C -1.119 2.725 -0.677 -0.297
N -0.372 2.124 0.226 0.055
C -0.974 2.392 1.454 -0.210
C -0.570 2.077 2.748 -0.028
C -1.382 2.489 3.784 -0.063
C -2.563 3.209 3.549 -0.068
C -2.957 3.560 2.273 -0.003
C -2.128 3.148 1.237 -0.173
N -2.188 3.342 -0.137 0.194
C 2.786 2.349 -1.205 -0.304
N 2.583 1.640 -0.105 0.067
C 3.826 1.078 0.194 -0.207
C 4.222 0.238 1.236 -0.010
C 5.535 -0.181 1.254 -0.068
C 6.453 0.225 0.275 -0.071
C 6.086 1.072 -0.748 -0.001
C 4.760 1.485 -0.762 -0.174
N 4.058 2.302 -1.631 0.202
H 1.286 3.813 -1.215 0.132
H 2.061 3.614 -2.791 0.137
H 0.738 1.756 -3.179 0.109
H -1.449 2.112 -2.700 0.135
H -0.787 3.742 -2.529 0.136
H 0.343 1.527 2.928 0.112
H -1.103 2.257 4.802 0.113
H -3.173 3.507 4.390 0.111
H -3.856 4.133 2.096 0.117
H -2.867 3.891 -0.637 0.177
H 3.534 -0.070 2.008 0.094
H 5.871 -0.838 2.045 0.109
H 7.473 -0.132 0.329 0.109
H 6.794 1.395 -1.499 0.117
H 4.391 2.676 -2.504 0.178
O 2.157 0.192 -3.841 0.070
C 1.656 -0.377 -2.886 -0.616
O 2.146 -0.525 -1.705 -0.121
C 0.217 -0.901 -2.952 -0.176
C -0.260 -1.660 -4.033 0.027
C -1.545 -2.124 -3.982 0.027
C -2.366 -1.796 -2.880 -0.144
C -3.706 -2.233 -2.767 -0.017
C -4.462 -1.875 -1.686 -0.052
C -3.916 -1.052 -0.679 -0.047
C -2.626 -0.611 -0.761 -0.015
C -1.821 -0.995 -1.852 -0.204
N -0.523 -0.581 -1.902 0.048
H 0.402 -1.861 -4.862 0.129
H -1.951 -2.729 -4.783 0.128
H -4.119 -2.853 -3.552 0.120
H -5.482 -2.222 -1.599 0.112
H -4.522 -0.778 0.175 0.111
H -2.186 0.009 0.010 0.088
C 0.674 -2.863 -0.075 -0.034
C 0.464 -2.036 1.208 -0.513
C 1.431 -2.559 2.289 -0.034
C 0.838 -0.586 0.925 -0.125
C -0.956 -2.196 1.741 -0.186
C -1.551 -3.457 1.764 -0.026
C -2.815 -3.640 2.301 -0.066
C -3.507 -2.566 2.846 -0.086
C -2.920 -1.313 2.844 -0.077
C -1.659 -1.136 2.293 -0.056
H 1.585 -2.553 -0.586 0.078
H -0.165 -2.755 -0.760 0.076
H 0.771 -3.919 0.174 0.086
H 2.467 -2.481 1.949 0.086
H 1.226 -3.607 2.507 0.091
H 1.322 -1.993 3.216 0.094
H 1.495 -0.185 1.712 0.042
H -1.027 -4.312 1.357 0.114
H -3.257 -4.627 2.303 0.107
H -4.488 -2.713 3.279 0.105
H -3.437 -0.465 3.277 0.106
H -1.215 -0.151 2.310 0.071



84
Properties=species:S:1:pos:R:3:mulliken_spin:R:1 method="wB97M-V/def2-TZVPD" mol_weight_da=575.81 homo_energy_ha="-0.1504 / -0.1950" s_squared=3.778 multiplicity=4 energy_ev=-94058.08866 gap_ev="4.662 / 5.870" relative_energy_kj_mol=0.00
Co 1.175 -0.745 -0.544 1.759
C 4.570 0.086 -1.383 -0.009
C 4.020 0.410 0.005 0.014
N 3.060 -0.553 0.545 0.046
C 3.536 -1.911 0.799 -0.001
C 3.295 -2.845 -0.385 -0.002
N 1.899 -2.833 -0.823 0.041
C 1.774 -3.380 -2.171 -0.004
C 0.357 -3.365 -2.771 0.001
C -0.709 -2.438 -2.185 0.022
N -0.353 -1.028 -2.055 0.056
C -0.057 -0.277 -3.273 0.011
C 1.441 -0.206 -3.566 -0.003
N 2.202 0.140 -2.365 0.038
C 3.644 0.177 -2.619 0.011
H 5.034 -0.900 -1.346 0.000
H 5.399 0.779 -1.550 0.000
H 3.511 1.378 -0.004 0.002
H 4.888 0.510 0.675 0.002
H 2.673 -0.172 1.401 0.010
H 2.984 -2.289 1.663 0.003
H 4.604 -1.938 1.056 -0.001
H 3.642 -3.855 -0.127 0.001
H 3.888 -2.520 -1.239 -0.003
H 1.332 -3.358 -0.162 -0.002
H 2.165 -4.407 -2.229 0.000
H 2.437 -2.773 -2.791 0.000
H -0.069 -4.370 -2.705 0.000
H 0.456 -3.166 -3.842 -0.001
H -0.974 -2.771 -1.179 -0.003
H -1.607 -2.562 -2.811 0.001
H -1.110 -0.564 -1.567 -0.036
H -0.437 0.736 -3.126 -0.003
H -0.571 -0.694 -4.150 0.001
H 1.605 0.510 -4.385 0.000
H 1.804 -1.174 -3.918 -0.001
H 1.890 1.055 -2.044 -0.001
H 3.903 1.072 -3.200 0.000
H 3.866 -0.672 -3.272 0.001
C -0.513 3.620 3.316 0.006
Si -1.131 2.005 4.030 -0.029
C -0.386 1.829 5.743 -0.001
C -2.995 2.142 4.210 0.019
C -0.758 0.417 3.082 -0.125
C -1.237 -0.725 3.689 0.149
C -1.053 -2.003 3.066 0.241
C -0.430 -2.041 1.850 -0.082
N 0.052 -0.971 1.194 0.280
C -0.077 0.268 1.852 0.357
S 0.560 1.604 0.943 0.072
H -0.792 4.415 4.013 0.001
H -0.949 3.846 2.345 -0.001
H 0.570 3.630 3.202 -0.002
H -0.629 2.700 6.356 0.001
H 0.700 1.745 5.692 0.002
H -0.762 0.943 6.253 -0.001
H -3.259 2.992 4.843 0.001
H -3.409 1.239 4.662 -0.004
H -3.484 2.283 3.246 -0.003
H -1.746 -0.670 4.644 0.016
H -1.419 -2.912 3.520 0.031
H -0.325 -2.993 1.333 0.023
C -4.838 0.188 0.840 -0.001
N -3.963 0.520 -0.272 0.002
C -3.861 -0.622 -1.164 0.004
C -2.647 0.896 0.236 0.048
C -1.811 1.702 -0.736 -0.006
C -2.397 2.201 -1.899 0.003
C -1.707 3.007 -2.792 -0.007
C -0.387 3.336 -2.529 0.008
C 0.221 2.838 -1.390 0.003
C -0.467 2.027 -0.483 0.069
H -5.815 -0.113 0.461 0.000
H -4.972 1.061 1.479 -0.001
H -4.435 -0.630 1.459 0.007
H -4.848 -0.884 -1.547 0.000
H -3.443 -1.507 -0.652 0.003
H -3.224 -0.387 -2.018 -0.002
H -2.092 0.003 0.554 -0.026
H -2.788 1.492 1.140 -0.009
H -3.438 1.965 -2.077 0.000
H -2.203 3.382 -3.678 -0.001
H 0.167 3.978 -3.203 0.002
H 1.251 3.099 -1.169 0.002



56
Properties=species:S:1:pos:R:3:lowdin_charge:R:1 method="wB97M-V/def2-TZVPD" mol_weight_da=423.95 homo_energy_ha=-0.2931 multiplicity=1 energy_ev=-46293.88763 gap_ev=8.684
C -4.837 -1.534 -0.082 -0.038
C -3.383 -1.719 0.159 -0.347
C -2.735 -1.926 1.395 0.045
C -1.398 -2.027 1.089 -0.118
C -0.232 -2.091 2.012 -0.463
O 0.063 -3.049 2.694 0.083
N 0.455 -0.922 2.009 0.089
C 1.581 -0.653 2.875 -0.147
C 2.821 -0.104 2.134 -0.163
N 2.621 1.020 1.238 -0.154
C 1.783 2.065 1.803 -0.168
C 1.563 3.213 0.810 -0.143
N 1.140 2.749 -0.495 -0.093
C -0.182 2.377 -0.715 -0.226
C -0.597 2.053 -2.014 -0.030
C -1.899 1.684 -2.278 -0.091
C -2.844 1.612 -1.267 -0.125
C -2.447 1.962 0.009 -0.662
Cl -3.589 1.890 1.310 0.687
C -1.151 2.353 0.294 -0.061
C 2.167 1.867 -1.017 -0.133
C 2.273 0.634 -0.118 -0.164
N -1.299 -1.882 -0.266 -0.031
C -0.160 -1.963 -1.072 -0.188
C -0.183 -1.338 -2.316 -0.022
C 0.933 -1.382 -3.129 -0.079
C 2.073 -2.052 -2.715 -0.096
C 2.083 -2.699 -1.490 -0.084
C 0.971 -2.665 -0.668 -0.015
N -2.503 -1.696 -0.820 0.147
H -5.397 -2.375 0.322 0.079
H -5.022 -1.458 -1.150 0.077
H -5.185 -0.628 0.411 0.058
H -3.182 -1.983 2.366 0.117
H 0.055 -0.144 1.505 0.119
H 1.840 -1.603 3.349 0.122
H 1.280 0.048 3.663 0.118
H 3.277 -0.905 1.551 0.119
H 3.535 0.207 2.905 0.120
H 2.292 2.448 2.694 0.131
H 0.799 1.686 2.118 0.093
H 0.833 3.919 1.208 0.123
H 2.506 3.747 0.663 0.125
H 0.108 2.109 -2.827 0.110
H -2.190 1.448 -3.290 0.111
H -3.854 1.298 -1.466 0.102
H -0.918 2.635 1.307 0.092
H 1.934 1.550 -2.032 0.105
H 3.113 2.412 -1.024 0.127
H 3.061 -0.026 -0.490 0.122
H 1.318 0.089 -0.190 0.101
H -1.084 -0.830 -2.618 0.091
H 0.912 -0.893 -4.091 0.106
H 2.945 -2.083 -3.350 0.101
H 2.959 -3.245 -1.174 0.108
H 0.980 -3.197 0.270 0.112



12
Properties=species:S:1:pos:R:3:lowdin_charge:R:1 method="wB97M-V/def2-TZVPD" mol_weight_da=75.09 homo_energy_ha=-0.5406 multiplicity=1 energy_ev=-7208.75496 gap_ev=10.793 relative_energy_kj_mol=37.62 charge=+1
N 0.108 2.070 0.157 0.196
C -0.122 0.834 -0.335 -0.519
O -0.884 0.676 -1.278 0.075
C 0.299 -0.370 0.466 -0.040
N -0.142 -1.577 -0.301 0.193
H 0.464 2.263 1.083 0.128
H -0.362 2.806 -0.331 0.126
H 1.393 -0.356 0.497 0.152
H -0.109 -0.494 1.467 0.150
H -1.105 -1.652 -0.616 0.175
H 0.457 -1.795 -1.098 0.181
H 0.004 -2.406 0.289 0.181



56
Properties=species:S:1:pos:R:3:lowdin_charge:R:1 method="wB97M-V/def2-TZVPD" mol_weight_da=426.51 homo_energy_ha=-0.3306 multiplicity=1 energy_ev=-47842.96235 gap_ev=9.358 relative_energy_kj_mol=57.38
C -2.982 1.649 0.837 -0.022
N -1.555 1.905 0.962 -0.060
C -1.135 3.207 1.020 -0.411
O -1.740 4.062 1.650 0.080
C 0.171 3.524 0.403 -0.142
C 0.438 3.677 -0.970 0.006
C 1.788 3.893 -1.097 -0.304
S 2.717 4.146 -2.570 0.634
N 3.466 2.649 -2.767 -0.064
O 1.773 4.306 -3.645 -0.295
O 3.771 5.091 -2.307 -0.300
N 2.366 3.885 0.147 -0.107
C 3.771 4.048 0.478 -0.011
C 1.380 3.651 1.055 -0.007
C -0.672 0.797 0.609 -0.279
C -0.913 -0.389 1.554 -0.133
C 0.291 -1.307 1.797 -0.150
C 1.154 -1.659 0.578 -0.144
N 0.417 -1.754 -0.675 -0.034
C -0.464 -2.750 -0.952 -0.392
O -1.339 -2.617 -1.797 0.082
C -0.342 -4.010 -0.183 -0.154
F 0.914 -4.513 -0.068 0.062
C -1.372 -4.649 0.345 -0.157
C -1.521 -5.980 1.048 -0.102
C -2.956 -5.995 0.464 -0.153
C -2.873 -4.457 0.304 -0.105
C 0.297 -0.498 -1.399 -0.135
C -0.798 0.419 -0.873 -0.109
H -3.554 2.523 1.132 0.091
H -3.244 1.399 -0.194 0.091
H -3.289 0.824 1.480 0.087
H -0.274 3.643 -1.778 0.126
H 2.969 2.167 -3.508 0.066
H 4.426 2.829 -3.046 0.067
H 3.922 3.783 1.521 0.093
H 4.379 3.400 -0.148 0.085
H 4.069 5.084 0.327 0.095
H 1.608 3.599 2.108 0.140
H 0.351 1.140 0.784 0.143
H -1.256 -0.016 2.521 0.122
H -1.742 -0.989 1.163 0.113
H 0.942 -0.871 2.560 0.114
H -0.084 -2.234 2.234 0.106
H 1.996 -0.983 0.439 0.122
H 1.636 -2.616 0.786 0.113
H -0.857 -6.792 0.749 0.111
H -1.509 -5.907 2.135 0.116
H -3.009 -6.507 -0.493 0.110
H -3.747 -6.382 1.109 0.101
H -3.270 -3.921 1.166 0.116
H -3.304 -4.030 -0.599 0.107
H 1.275 -0.015 -1.425 0.122
H 0.067 -0.727 -2.442 0.127
H -1.762 -0.061 -1.056 0.114
H -0.790 1.328 -1.478 0.110



10
Properties=species:S:1:pos:R:3:mulliken_spin:R:1 method="wB97M-V/def2-TZVPD" mol_weight_da=64.06 homo_energy_ha="-0.3987 / -0.3930" s_squared=0.754 multiplicity=2 energy_ev=-6716.74253 gap_ev="11.675 / 8.051" relative_energy_kj_mol=66.61
O -0.148 2.257 -0.101 0.004
H -0.086 1.481 0.533 -0.008
N -0.502 -0.982 -0.939 -0.011
C 0.166 -1.123 0.386 -0.007
O 0.392 0.019 1.083 0.861
H -0.035 -0.192 -1.401 0.003
H -1.295 -0.376 -0.675 0.001
H 1.113 -1.623 0.190 0.070
H -0.422 -1.811 1.044 0.085
H 0.818 2.350 -0.120 0.001